1.
Entry from the Open Molecules 2025 dataset: 3 unconnected molecules or ions with the total composition C3H13NO3 at a distorted geometry (ωB97M-V/def2-TZVPD).

As for the total charge: 0. Its strongest force on any atom is 3.48 eV/A. Its SMILES is CCNCO.O.O.

Bonds (Å) are listed after each position.
Cartesian coordinates (Å):
1 C 1.148 1.211 -0.246  C2 1.534, H6 1.095, H7 1.087, H8 1.137
2 C -0.079 0.770 -1.055  C1 1.534, N3 1.428, H9 1.173, H10 1.196
3 N -1.208 1.632 -0.905  C2 1.428, C4 1.459, H11 1.055
4 C -2.310 0.975 -0.211  N3 1.459, O5 1.479, H12 1.091, H13 1.101
5 O -1.871 0.428 1.091  C4 1.479, H14 0.940
6 H 1.991 0.535 -0.423  C1 1.095
7 H 1.449 2.200 -0.579  C1 1.087
8 H 1.073 1.104 0.884  C1 1.137
9 H -0.179 -0.324 -0.644  C2 1.173
10 H 0.241 0.659 -2.202  C2 1.196
11 H -1.010 2.620 -0.594  N3 1.055
12 H -3.031 1.763 0.012  C4 1.091
13 H -2.835 0.192 -0.781  C4 1.101
14 H -1.764 1.129 1.709  O5 0.940
15 O 0.362 -2.259 0.676  H16 1.007, H17 0.953
16 H 0.269 -1.460 1.281  O15 1.007
17 H -0.544 -2.484 0.483  O15 0.953
18 O 3.332 -1.972 0.260  H19 0.978, H20 1.006
19 H 3.322 -2.684 -0.411  O18 0.978
20 H 2.346 -1.981 0.459  O18 1.006

=====

2.
Entry from the Open Molecules 2025 dataset: 3 unconnected molecules or ions with the total composition C3H13NO3 at a distorted geometry (ωB97M-V/def2-TZVPD).

As for the total charge: 0. Its strongest force on any atom is 5.28 eV/A. Its SMILES is NCCCO.O.O.

Bonds (Å) are listed after each position.
Cartesian coordinates (Å):
1 N -0.534 2.313 -1.223  C2 1.522, H6 0.987, H7 1.073
2 C 0.810 1.764 -0.764  N1 1.522, C3 1.553, H8 1.160, H9 1.125
3 C 0.746 1.341 0.729  C2 1.553, C4 1.540, H10 1.079, H11 1.213
4 C 1.478 -0.014 0.724  C3 1.540, O5 1.439, H12 1.125, H13 1.160
5 O 0.590 -1.117 0.984  C4 1.439, H14 0.966
6 H -0.880 2.910 -0.517  N1 0.987
7 H -1.247 1.554 -1.480  N1 1.073
8 H 1.196 0.851 -1.366  C2 1.160
9 H 1.539 2.604 -0.932  C2 1.125
10 H -0.234 1.449 1.168  C3 1.079
11 H 1.260 2.038 1.578  C3 1.213
12 H 2.104 -0.218 1.636  C4 1.125
13 H 2.048 -0.458 -0.184  C4 1.160
14 H 0.824 -1.604 0.183  O5 0.966
15 O -2.011 -2.728 1.517  H16 0.951, H17 1.144
16 H -1.440 -2.689 0.758  O15 0.951
17 H -1.716 -1.730 1.994  O15 1.144
18 O -1.232 -1.769 -1.554  H19 0.927, H20 0.967
19 H -1.710 -2.263 -0.932  O18 0.927
20 H -1.593 -2.233 -2.322  O18 0.967

=====

It is found that the highest occupied orbital energy values, taken in the order of the records, are -9.1; -8.9 eV.